An isolated ion of composition C16H21BClFN2O4P and charge +1 at a distorted geometry. Source: the OMol25 dataset; level of theory: ωB97M-V with the def2-TZVPD basis set.

- frontier orbital gap (eV) = 8.505
- net charge = +1
- max |F| (eV Å⁻¹) = 2.40
- SMILES = C#CCc1c(CCCF)c(B(C)O)c(N(C(C)=O)C(C)=O)c[n+]1P(O)Cl
- highest occupied orbital energy (eV) = -13.0064

```
47
C16H21BClFN2O4P (ωB97M-V with the def2-TZVPD basis set)
C 1.686 4.298 2.350
C 1.631 3.580 1.386
C 1.606 2.954 -0.002
C 1.182 1.465 0.175
C -0.228 1.177 0.266
C -1.253 2.311 0.143
C -1.457 2.712 -1.390
C -2.957 2.710 -1.831
F -3.234 1.588 -2.628
C -0.576 -0.205 0.468
B -2.154 -0.559 0.595
C -2.843 -1.100 1.918
O -2.867 -0.329 -0.566
C 0.425 -1.253 0.545
N 0.047 -2.611 0.759
C 1.182 -3.463 1.184
C 2.071 -4.069 0.042
O 1.471 -3.679 2.317
C -0.560 -3.237 -0.413
C -0.769 -2.545 -1.785
O -0.962 -4.362 -0.290
C 1.769 -0.837 0.431
N 2.116 0.482 0.265
P 3.877 0.902 0.186
O 4.553 -0.426 -0.555
Cl 4.581 0.960 2.130
H 1.667 5.068 3.122
H 2.567 3.066 -0.535
H 0.855 3.514 -0.597
H -2.214 2.119 0.655
H -0.833 3.227 0.619
H -1.094 3.757 -1.534
H -0.839 2.089 -2.071
H -3.662 2.798 -0.983
H -3.095 3.589 -2.499
H -3.925 -1.256 1.683
H -2.821 -0.298 2.693
H -2.385 -2.013 2.343
H -3.814 -0.423 -0.379
H 2.154 -3.323 -0.789
H 3.095 -4.292 0.388
H 1.576 -4.971 -0.381
H -1.829 -2.214 -1.832
H -0.671 -3.343 -2.552
H -0.045 -1.743 -2.021
H 2.623 -1.539 0.468
H 4.352 -0.280 -1.499
```